Record 1
Below is a 5-piece molecular cluster, C20H30O15 overall, with properties calculated with ωB97M-V/def2-TZVPD.

```
65
Properties=species:S:1:pos:R:3:forces:R:3
C -1.26262 -3.07280 -3.93384 0.3 -0.4 0.0
C -1.93652 -1.83077 -3.42784 -1.4 -0.1 1.0
C -2.27171 -0.79949 -4.52345 0.0 -0.7 0.4
O -3.64584 -0.50362 -4.33283 -0.1 0.3 0.0
C -4.20305 -1.34189 -3.42820 0.3 -0.1 0.5
O -5.33288 -1.31727 -3.07859 -0.2 0.0 -0.2
O -3.27189 -2.19910 -2.95138 0.2 -0.1 -0.5
H -1.85084 -3.50285 -4.74616 0.2 0.2 -0.2
H -1.18122 -3.86938 -3.19245 -0.1 0.2 0.3
H -0.23953 -2.85706 -4.25191 -0.1 0.0 -0.2
H -1.52159 -1.42403 -2.50226 0.6 0.2 -0.4
H -2.16315 -1.31402 -5.47940 0.2 0.4 -0.2
H -1.70268 0.12061 -4.45218 0.1 0.0 -0.2
C -1.35817 2.15516 2.97197 -0.5 0.6 -0.2
C -0.92504 1.83148 1.56626 -0.1 -0.7 -0.1
C -0.12916 0.52970 1.43471 0.1 0.3 0.9
O -0.74851 -0.14026 0.34091 0.1 -0.1 -0.2
C -2.04112 0.30730 0.26161 0.4 0.0 0.1
O -2.91982 -0.31532 -0.23506 0.0 0.1 -0.4
O -2.14063 1.51678 0.83259 0.0 0.0 -0.1
H -1.93193 3.08574 2.95652 0.2 0.0 0.1
H -0.53430 2.26461 3.67377 0.1 -0.1 0.0
H -2.06989 1.39249 3.28779 0.3 -0.2 0.2
H -0.39954 2.63475 1.05609 -0.2 0.2 0.0
H -0.24102 -0.11098 2.31823 -0.1 0.1 0.0
H 0.93182 0.74945 1.33671 0.0 -0.2 -0.7
C -1.55383 -4.30656 2.26164 1.0 -0.6 0.2
C -2.05834 -3.50424 1.09348 -0.1 -0.4 0.0
C -2.38954 -4.37907 -0.12661 -0.2 -0.2 0.6
O -3.80270 -4.56462 -0.01229 0.1 0.3 -0.2
C -4.31422 -3.54189 0.72330 0.3 0.0 -0.3
O -5.45325 -3.23801 0.75051 -0.5 0.0 0.3
O -3.32688 -2.92808 1.41248 0.0 0.2 0.0
H -0.59777 -4.79281 2.01710 -0.1 0.3 -0.2
H -2.19601 -5.15093 2.51693 -0.4 0.3 0.1
H -1.32781 -3.69089 3.13114 -0.4 0.0 0.1
H -1.36276 -2.70112 0.85740 -0.1 0.1 -0.1
H -1.95843 -5.37362 -0.03936 0.3 0.1 -0.2
H -2.14419 -3.89095 -1.06772 -0.1 -0.1 -0.1
C 3.49884 6.93673 2.75478 -0.3 0.2 0.0
C 2.43083 5.87343 2.81857 0.0 -0.4 -0.7
C 1.44812 5.82867 1.62863 0.2 -1.3 0.6
O 1.29834 4.39656 1.41372 -0.2 0.2 0.2
C 2.28882 3.72668 2.03676 0.5 0.4 -0.4
O 2.49406 2.56314 1.92003 -0.3 -0.3 0.2
O 3.06148 4.57502 2.74555 -0.2 0.1 0.1
H 3.08556 7.88244 3.10802 0.1 0.0 0.0
H 3.83549 7.07866 1.72802 0.0 -0.1 0.0
H 4.35667 6.65486 3.36000 -0.1 0.1 0.1
H 1.82240 5.88816 3.72415 0.3 0.1 0.2
H 1.83393 6.21219 0.68953 -0.1 0.5 0.1
H 0.47307 6.17713 1.94946 -0.1 0.4 -0.5
C 4.29346 -2.53687 -1.20110 -0.4 -0.1 0.0
C 3.62701 -1.25739 -1.65900 0.0 0.2 0.2
C 2.36095 -0.86753 -0.85757 -0.1 -0.6 -1.0
O 2.59854 0.46538 -0.48235 -0.4 0.4 0.3
C 3.80407 0.90610 -0.91800 -0.4 -0.3 0.3
O 4.17201 2.02431 -0.79434 0.3 0.1 -0.1
O 4.48127 -0.11344 -1.47899 0.2 0.0 0.0
H 4.12470 -2.69052 -0.13541 0.2 0.0 0.0
H 5.36052 -2.55685 -1.40542 0.0 0.1 -0.1
H 3.81137 -3.36059 -1.73192 0.1 -0.1 0.1
H 3.39975 -1.28282 -2.72501 0.0 -0.1 0.0
H 2.13936 -1.51980 -0.01114 0.4 0.2 0.3
H 1.47590 -0.93009 -1.49657 0.0 0.3 0.0
```
Positions in Å, forces in eV/Å.

As for the multiplicity: 1. The SMILES is C[C@H]1COC(=O)O1.C[C@H]1COC(=O)O1.C[C@H]1COC(=O)O1.C[C@H]1COC(=O)O1.C[C@H]1COC(=O)O1.

Atom charges from the Löwdin analysis, given in e for atoms 1 to 2: atom 1 (C): -0.031, atom 2 (C): -0.295

***

Record 2
Below is one molecule with the formula C21H29N3O4, with properties calculated with ωB97M-V/def2-TZVPD.

```
57
Properties=species:S:1:pos:R:3:forces:R:3
C -3.96252 -2.04613 -1.62666 -0.2 0.0 0.1
C -5.03594 -1.56896 -0.65589 0.3 0.1 0.0
C -4.49121 -0.52967 0.33828 -0.2 -0.4 0.3
C -5.54482 -0.10213 1.37321 0.0 -0.1 -0.1
C -6.63690 0.77063 0.76222 0.1 0.2 0.2
C -5.99867 1.97048 0.07059 -0.1 -0.3 -0.2
C -4.98594 1.49068 -0.96493 0.0 0.5 -0.1
N -3.98081 0.64584 -0.34423 -0.3 0.1 -0.1
C -2.68967 1.04688 -0.38913 0.3 -0.3 0.1
O -2.35338 2.05907 -0.97959 0.3 0.3 -0.1
C -1.66390 0.18262 0.33260 0.2 0.3 -0.1
C -0.26362 0.76015 0.14976 0.0 0.2 -0.1
C 0.72291 -0.00552 0.94243 -0.2 -0.4 0.3
N 0.49632 -1.00445 1.72936 -1.1 0.5 -0.6
N 1.68769 -1.38302 2.24739 1.4 -0.2 0.4
C 2.58209 -0.59822 1.75014 -0.4 -0.4 0.5
C 4.04321 -0.60073 2.00951 0.0 0.1 -0.2
C 4.80258 -0.29868 0.74517 0.0 -0.3 -0.2
C 5.67814 0.77105 0.67219 0.2 0.1 -0.1
C 6.36729 1.04673 -0.50430 0.0 -0.2 -0.2
O 7.24751 2.07635 -0.67254 -0.1 -0.2 -0.2
C 7.46595 2.95296 0.40473 0.0 0.1 0.1
C 6.16241 0.22776 -1.61010 0.1 0.3 0.2
C 5.28582 -0.83793 -1.54898 -0.2 -0.2 0.1
C 4.59439 -1.11117 -0.37535 0.2 0.2 0.1
O 3.69679 -2.12890 -0.21144 0.2 0.3 0.2
C 3.43524 -2.97891 -1.29923 -0.1 -0.2 -0.2
O 2.03750 0.31395 0.91085 0.0 0.1 -0.1
H -4.38638 -2.74386 -2.34494 0.0 -0.1 -0.1
H -3.16027 -2.55204 -1.09376 0.1 -0.1 0.0
H -3.53985 -1.20572 -2.17296 0.1 0.0 -0.1
H -5.87187 -1.15547 -1.21929 -0.1 0.0 0.0
H -5.41222 -2.41801 -0.08247 -0.1 0.0 0.0
H -3.67005 -1.00275 0.87967 0.0 0.1 -0.1
H -5.97929 -0.99314 1.82885 0.0 0.0 0.1
H -5.04130 0.46583 2.15905 0.0 0.0 0.1
H -7.21900 0.19485 0.04064 -0.1 0.0 0.0
H -7.31913 1.10524 1.54587 -0.1 -0.1 0.0
H -6.75753 2.58148 -0.41976 0.0 0.1 0.0
H -5.48745 2.58979 0.81038 0.0 0.1 0.0
H -4.45979 2.33525 -1.41330 -0.1 -0.2 0.0
H -5.49536 0.93615 -1.75906 0.0 0.0 0.0
H -1.68290 -0.83647 -0.05239 -0.1 -0.1 0.1
H -1.89156 0.14660 1.39927 -0.1 -0.1 0.0
H -0.24835 1.80818 0.46094 0.0 -0.1 -0.1
H 0.02151 0.74414 -0.90514 0.0 0.1 0.1
H 4.29845 -1.59069 2.39222 -0.1 0.1 0.0
H 4.27563 0.14321 2.77557 0.1 -0.1 0.0
H 5.81243 1.38485 1.54925 0.0 0.1 0.1
H 6.54328 3.46108 0.70405 0.0 0.0 0.0
H 7.89189 2.43242 1.26902 0.0 0.0 0.0
H 8.18040 3.69101 0.04338 -0.1 0.0 0.1
H 6.69894 0.44474 -2.51962 0.1 0.0 -0.1
H 5.14791 -1.44903 -2.42648 0.0 -0.1 -0.1
H 3.02148 -2.42895 -2.15120 0.0 0.0 0.0
H 4.33533 -3.51625 -1.61554 0.0 0.0 0.0
H 2.69658 -3.69316 -0.93830 0.1 0.0 -0.1
```
Positions in Å, forces in eV/Å.

As for the multiplicity: 1. The SMILES is CC[C@@H]1CCCCN1C(=O)CCc1nnc(Cc2cc(OC)ccc2OC)o1.

Atom charges from the Löwdin analysis, given in e for atoms 1 to 2: atom 1 (C): -0.090, atom 2 (C): -0.198

***

Record 3
Below is an isolated ion of composition C4H8NO and charge +1, with properties calculated with ωB97M-V/def2-TZVPD.

```
14
Properties=species:S:1:pos:R:3:forces:R:3
N 1.83920 -0.69178 0.41165 -1.8 0.7 -0.1
C 0.60882 0.20207 -0.11675 -0.8 0.7 -0.4
C -0.67247 0.31669 0.70947 0.5 0.0 0.5
C -1.95792 0.44630 0.33008 1.6 -1.3 -0.2
C -3.14895 0.23226 -0.44460 0.0 -0.1 -0.9
O -3.11750 0.57335 0.95272 0.0 0.4 1.0
H 1.94711 -1.51712 -0.18420 0.0 0.1 0.3
H 1.67204 -0.97835 1.38139 0.1 -0.1 -0.2
H 2.68440 -0.11801 0.36726 -0.1 -0.2 0.0
H 1.03465 1.20696 -0.17948 0.2 -0.3 -0.1
H 0.38302 -0.14071 -1.12540 0.3 -0.1 0.0
H -0.48662 0.55712 1.75111 -0.1 0.1 0.1
H -3.53751 1.00520 -1.09175 0.0 0.1 0.0
H -3.46413 -0.78492 -0.65255 0.0 0.0 0.0
```
Positions in Å, forces in eV/Å.

As for the multiplicity: 1. Its total charge is +1. The SMILES is [NH3+]C/C=C1\CO1.

Atom charges from the Löwdin analysis, given in e for atoms 1 to 2: atom 1 (N): 0.207, atom 2 (C): -0.090

***

Record 4
Below is one molecule with the formula C4H7NS2, with properties calculated with ωB97M-V/def2-TZVPD.

```
14
Properties=species:S:1:pos:R:3:forces:R:3
C -0.64699 -0.38430 -1.57256 0.4 -0.9 -0.5
C -0.30148 0.78128 -0.70639 -0.3 2.9 -0.4
C -0.64021 0.61684 0.73627 0.8 -0.5 -0.6
S -1.99422 1.20673 1.42666 0.7 -0.4 0.0
N 0.23544 -0.26154 1.42818 -4.2 1.1 1.0
C 1.47771 -0.62176 1.36225 3.7 -0.8 -1.2
S 2.70634 -0.22051 0.31250 -0.9 -0.2 0.7
H -1.74151 -0.44843 -1.48055 0.4 -1.0 -0.4
H -0.35638 -0.11512 -2.60874 -0.4 -0.2 0.5
H -0.02264 -1.30683 -1.32042 -1.3 1.0 -0.1
H -0.86983 1.69485 -1.04647 0.3 -1.0 0.2
H 0.72520 1.05051 -0.88906 0.6 0.0 0.5
H -0.27435 -0.63491 2.21753 0.1 0.0 0.3
H 1.70292 -1.35681 2.14079 0.0 0.2 -0.1
```
Positions in Å, forces in eV/Å.

As for the multiplicity: 1. The SMILES is CCC(=S)NC=S.

Atom charges from the Löwdin analysis, given in e for atoms 1 to 2: atom 1 (C): -0.105, atom 2 (C): -0.353

***

Record order is preserved below.
Kohn-Sham gap: 10.5207, 8.7183, 9.4074, 7.8066 eV
Record order is preserved below.
E: -51940.0465, -34907.8520, -7805.8913, -27421.2116 eV
Record order is preserved below.
Relative energy (zero: lowest compared OMol25 entry of this formula, charge and spin): 16.2, 58.1, 51.0, 14.6 kcal per mole